# 1
ORCA calculation (ωB97M-V/def2-TZVPD) on one molecule with the formula NPS at a distorted geometry.

Output
Molecular weight in g mol⁻¹: 77.0
Kohn-Sham gap (alpha / beta) in eV: 7.3 / 7.7
Energy relative to the best compared isomer or geometry (same formula, charge and spin) in eV: 0.741

Last column: Löwdin charge in e.
CARTESIAN COORDINATES (ANGSTROEM)
N -0.008 -0.444 -0.336  -0.8871
P -0.693 0.156 1.235  0.5308
S 0.708 0.989 -0.350  0.3563



# 2
ORCA calculation (ωB97M-V/def2-TZVPD) on one molecule with the formula O2 at a distorted geometry.

Output
Molecular weight in g mol⁻¹: 32.0
Kohn-Sham gap in eV: 7.9
Energy relative to the best compared isomer or geometry (same formula, charge and spin) in eV: 0.085
SMILES: O=O

Last column: Löwdin charge in e.
CARTESIAN COORDINATES (ANGSTROEM)
O -0.099 -0.573 0.221  0.0000
O 0.099 0.573 -0.221  0.0000



# 3
ORCA calculation (ωB97M-V/def2-TZVPD) on one molecule with the formula O5S2 at a distorted geometry.

Output
Molecular weight in g mol⁻¹: 144.1
Kohn-Sham gap in eV: 11.3
Energy relative to the best compared isomer or geometry (same formula, charge and spin) in eV: 1.220

Last column: Löwdin charge in e.
CARTESIAN COORDINATES (ANGSTROEM)
O 0.878 -1.346 -0.320  -0.1773
O -0.434 0.750 -1.027  -0.3855
O -0.073 0.350 1.220  -0.3486
O -1.839 -0.926 -0.023  -0.3532
O 2.010 0.747 -0.058  -0.1656
S 0.857 -0.008 0.083  0.5454
S -1.399 0.434 0.126  0.8847



# 4
ORCA calculation (ωB97M-V/def2-TZVPD) on one molecule with the formula S2 at a distorted geometry.

Output
Molecular weight in g mol⁻¹: 64.1
Kohn-Sham gap in eV: 5.8
Energy relative to the best compared isomer or geometry (same formula, charge and spin) in eV: 0.022

Last column: Löwdin charge in e.
CARTESIAN COORDINATES (ANGSTROEM)
S 0.000 0.000 0.960  0.0000
S 0.000 0.000 -0.960  0.0000